The following is a DFT calculation (wB97M-V/def2-TZVPD) of a cluster of 2 separate species, C3H11N3O in total at a distorted geometry.

Output
- E_tot (Ha) = -360.38649
- energy above the lowest of the compared OMol25 structures with the same formula, charge and spin (kcal/mol) = 31.9
- net charge = 0
- structure (SMILES) = [H]/N=C(/N)NCC.O

Atoms and positions in Å:
H (-1.06, 2.02, -2.67)
N (-0.14, 1.84, -2.28)
C (0.08, 0.65, -1.82)
N (1.37, 0.16, -1.80)
N (-0.78, 0.05, -0.88)
C (-0.48, -1.10, -0.03)
C (-1.30, -1.02, 1.25)
H (1.59, -0.09, -0.85)
H (1.98, 0.82, -2.26)
H (-1.44, 0.69, -0.51)
H (-0.81, -2.02, -0.51)
H (0.57, -1.17, 0.25)
H (-2.35, -0.84, 0.96)
H (-1.31, -2.02, 1.69)
H (-1.10, -0.34, 2.08)
O (1.46, 0.78, 2.18)
H (2.41, 0.88, 2.07)
H (1.33, 0.72, 3.13)


The following is a DFT calculation (wB97M-V/def2-TZVPD) of an isolated molecule of C3H11N3O.

Output
- E_tot (Ha) = -360.35343
- energy above the lowest of the compared OMol25 structures with the same formula, charge and spin (kcal/mol) = 52.7
- net charge = 0
- structure (SMILES) = C[C@H](NO)C(N)N

Atoms and positions in Å:
C (-0.76, 0.96, 1.41)
C (-0.11, 0.61, 0.08)
N (-1.13, 0.22, -0.88)
O (-1.88, 1.33, -1.33)
C (0.86, -0.58, 0.22)
N (0.14, -1.72, 0.71)
N (1.45, -0.83, -1.10)
H (-1.55, 1.69, 1.25)
H (-0.03, 1.37, 2.10)
H (-1.20, 0.06, 1.84)
H (0.46, 1.48, -0.29)
H (-0.68, -0.22, -1.68)
H (-1.28, 2.02, -1.67)
H (1.63, -0.32, 0.97)
H (0.71, -2.56, 0.65)
H (-0.70, -1.86, 0.16)
H (2.07, -1.64, -1.06)
H (2.01, -0.04, -1.40)


The following is a DFT calculation (wB97M-V/def2-TZVPD) of a structure of composition C3H11N3O at a distorted geometry.

Output
- E_tot (Ha) = -360.26907
- energy above the lowest of the compared OMol25 structures with the same formula, charge and spin (kcal/mol) = 105.6
- net charge = 0

Atoms and positions in Å:
C (0.22, -0.94, -0.34)
C (-1.73, -0.81, -0.57)
C (0.39, 0.34, -1.00)
N (1.80, 1.07, -0.26)
N (1.55, 1.74, 0.96)
N (0.48, -1.13, 1.01)
O (-2.18, 0.00, 0.51)
H (-2.19, 0.92, 0.23)
H (2.51, 0.37, -0.08)
H (0.55, -1.79, -0.94)
H (1.08, 2.61, 0.76)
H (0.96, 1.22, 1.61)
H (-0.14, -0.58, 1.61)
H (0.46, -2.09, 1.31)
H (-2.03, -1.83, -0.36)
H (-2.15, -0.51, -1.53)
H (-0.31, 1.16, -0.90)
H (0.73, 0.25, -2.03)


The following is a DFT calculation (wB97M-V/def2-TZVPD) of a cluster of 2 separate species, C3H11N3O in total at a distorted geometry.

Output
- E_tot (Ha) = -360.16043
- energy above the lowest of the compared OMol25 structures with the same formula, charge and spin (kcal/mol) = 173.8
- net charge = 0

Atoms and positions in Å:
C (0.55, 0.79, -1.92)
C (-1.41, -0.60, 1.46)
C (0.35, 1.07, 1.30)
N (-0.11, -0.26, 0.91)
N (0.81, -1.70, -0.83)
N (-0.02, -0.48, -0.48)
O (1.02, -1.62, -2.11)
H (1.67, -1.56, -0.27)
H (-0.92, -0.71, -0.90)
H (0.41, 0.39, -2.92)
H (1.58, 0.99, -1.68)
H (-0.15, 1.58, -1.64)
H (-2.21, 0.06, 1.09)
H (-1.37, -0.53, 2.55)
H (-1.65, -1.63, 1.20)
H (0.42, 1.10, 2.39)
H (1.35, 1.24, 0.89)
H (-0.33, 1.87, 0.97)


The following is a DFT calculation (wB97M-V/def2-TZVPD) of a cluster of 2 separate species, C3H11N3O2 in total at a distorted geometry.

Output
- E_tot (Ha) = -435.63401
- energy above the lowest of the compared OMol25 structures with the same formula, charge and spin (kcal/mol) = 4.4
- 2S+1 = 2
- <S²> = 0.7504
- net charge = -1

Atoms and positions in Å:
O (-2.09, -0.81, 2.28)
C (-1.28, -0.10, 1.70)
N (-0.52, 0.83, 2.33)
C (-1.11, -0.14, 0.18)
N (0.01, -1.03, -0.13)
C (0.28, -1.29, -1.52)
N (-0.18, -0.26, -2.43)
H (-0.72, 1.05, 3.28)
H (0.06, 1.40, 1.74)
H (-2.02, -0.67, -0.11)
H (-0.97, 0.84, -0.25)
H (0.83, -0.75, 0.38)
H (1.37, -1.47, -1.55)
H (-0.08, -2.28, -1.82)
H (-0.11, -0.50, -3.39)
H (0.32, 0.60, -2.24)
H (2.39, 1.78, 1.21)
H (1.95, 1.59, -0.27)
O (1.86, 1.20, 0.62)


The following is a DFT calculation (wB97M-V/def2-TZVPD) of a cluster of 2 separate species, C3H11N3O2 in total at a distorted geometry.

Output
- E_tot (Ha) = -435.35581
- energy above the lowest of the compared OMol25 structures with the same formula, charge and spin (kcal/mol) = 209.9
- net charge = 0

Atoms and positions in Å:
C (-2.78, -0.37, 0.47)
C (-1.14, 1.24, -0.21)
C (2.98, 0.92, 0.07)
N (0.60, -2.23, -0.58)
N (-1.75, -0.02, -0.44)
N (0.30, -1.35, 0.38)
O (1.94, 0.19, -0.48)
O (1.13, -0.45, 0.69)
H (-3.55, -0.92, -0.08)
H (-2.40, -1.05, 1.25)
H (-3.24, 0.49, 0.98)
H (-1.87, 2.02, 0.07)
H (-0.41, 1.18, 0.63)
H (-0.59, 1.54, -1.10)
H (3.68, 0.27, 0.62)
H (2.62, 1.71, 0.74)
H (3.49, 1.37, -0.78)
H (1.21, -1.85, -1.30)
H (-0.24, -2.68, -0.93)